1.
The following is a DFT calculation (wB97M-V/def2-TZVPD) of 7 unconnected molecules or ions with the total composition C27H41BrF18O14P3S in a non-equilibrium geometry.

Cartesian coordinates (Å):
O1 1.294135 1.489901 -4.687465
C1 1.314368 2.442761 -5.829925
C2 -0.221612 2.967313 -6.231488
C3 -1.218277 1.701692 -5.922892
P1 -2.973678 1.887091 -6.740476
P2 -4.068909 3.295643 -5.444100
S1 -3.410935 5.123177 -5.621713
P3 -3.926958 -0.077542 -6.532745
O2 -5.245454 -0.291642 -7.663134
Br1 -4.814217 -0.017606 -4.394364
H1 1.205315 0.543235 -5.007094
H2 1.827716 1.920485 -6.759452
H3 2.028703 3.347916 -5.533038
H4 -0.551026 3.907961 -5.606252
H5 -0.176352 3.217651 -7.384735
H6 -0.762521 0.723236 -6.424592
H7 -1.374789 1.454908 -4.789448
H8 -2.920252 2.383762 -8.091412
H9 -3.819577 2.824145 -4.075135
H10 -5.492602 3.328094 -5.694959
H11 -5.114509 -1.209837 -8.076522
C4 2.773826 -0.434426 -1.917705
C5 3.469734 0.902779 -2.090655
O3 4.332369 1.168992 -0.974264
C6 5.573987 0.587602 -1.017817
O4 5.961977 -0.128236 -1.936640
C7 6.400124 0.993691 0.202244
F1 5.689423 0.934022 1.365815
F2 6.861879 2.273669 0.105584
F3 7.496677 0.206779 0.389595
H12 2.245778 -0.472360 -0.959341
H13 2.055655 -0.604446 -2.724730
H14 3.495333 -1.257461 -1.916154
H15 2.723285 1.703625 -2.113579
H16 4.023526 0.951858 -3.035123
C8 2.296985 0.911383 5.537733
C9 2.844846 0.720807 4.135647
O5 1.859451 0.109069 3.289412
C10 0.925306 0.951697 2.742717
O6 0.895941 2.162495 2.943468
C11 -0.025693 0.178867 1.829320
F4 -0.446431 -0.997759 2.378032
F5 0.556978 -0.145096 0.639173
F6 -1.155084 0.876788 1.522497
H17 1.928397 -0.038173 5.939259
H18 3.069742 1.302189 6.205625
H19 1.452055 1.607119 5.540042
H20 3.702811 0.041123 4.167154
H21 3.198271 1.665580 3.707153
C12 -3.464728 -2.104473 0.208689
C13 -2.073362 -2.010063 -0.389226
O7 -1.727725 -3.234405 -1.054704
C14 -2.199949 -3.380952 -2.334178
O8 -2.884479 -2.540669 -2.910840
C15 -1.717562 -4.700102 -2.936762
F7 -1.832198 -5.749726 -2.072064
F8 -0.403023 -4.648375 -3.297616
F9 -2.405837 -5.057804 -4.057067
H22 -3.543027 -2.977063 0.865342
H23 -3.700414 -1.205355 0.784887
H24 -4.222364 -2.224839 -0.571991
H25 -1.340098 -1.865346 0.411053
H26 -1.981662 -1.154740 -1.068291
C16 3.341961 -5.352036 7.114014
C17 3.538048 -4.718213 8.478615
O9 2.928397 -3.419070 8.522097
C18 1.580011 -3.392332 8.772426
O10 0.897470 -4.397205 8.950091
C19 1.074973 -1.951400 8.840332
F10 1.570594 -1.169501 7.837562
F11 1.427357 -1.339267 10.007390
F12 -0.281792 -1.857408 8.755988
H27 3.709457 -4.688017 6.324862
H28 3.873118 -6.305848 7.050141
H29 2.281489 -5.531121 6.910819
H30 4.607404 -4.573868 8.664915
H31 3.155085 -5.358625 9.281314
C20 -1.910801 -5.870393 0.941997
C21 -1.771434 -7.294630 1.446421
O11 -0.988397 -7.327835 2.649371
C22 -1.657055 -7.047012 3.813656
O12 -2.852887 -6.774305 3.866692
C23 -0.718651 -7.166815 5.014074
F13 0.494434 -6.580188 4.797629
F14 -0.458919 -8.467287 5.333790
F15 -1.220054 -6.590469 6.142426
H32 -0.926094 -5.408614 0.816114
H33 -2.437218 -5.848774 -0.016325
H34 -2.463564 -5.251361 1.655590
H35 -1.237503 -7.895662 0.702954
H36 -2.748285 -7.766931 1.600723
C24 -2.864728 10.603919 -1.568001
C25 -1.473362 10.698329 -2.165916
O13 -1.127725 9.473987 -2.831394
C26 -1.599949 9.327440 -4.110868
O14 -2.284479 10.167723 -4.687530
C27 -1.117562 8.008290 -4.713452
F16 -1.232198 6.958666 -3.848754
F17 0.196977 8.060016 -5.074306
F18 -1.805837 7.650587 -5.833757
H37 -2.943027 9.731329 -0.911348
H38 -3.100414 11.503037 -0.991803
H39 -3.622364 10.483553 -2.348681
H40 -0.740098 10.843046 -1.365637
H41 -1.381662 11.553651 -2.844981

Atoms 1-6, force components in eV/Å:
-0.2474 -0.0654 -1.7013
0.5209 -0.0856 -0.3877
0.6714 -0.2829 0.2359
0.6448 -0.8123 -0.6620
0.6183 0.6276 0.8450
-0.1673 2.9031 1.3468

As for the HOMO energy: -12.22 eV. The value obtained for the maximum force is 3.7 eV Å⁻¹. The total charge is +1.

2.
The following is a DFT calculation (wB97M-V/def2-TZVPD) of a molecular structure, C27H41BrF4N4O4RuSi.

Cartesian coordinates (Å):
Ru1 -1.489069 0.612574 1.598392
C1 -3.007817 -1.299028 -0.186243
N1 -3.178483 -0.060823 0.612068
C2 -4.302664 -0.295807 1.559710
C3 -3.486618 1.075685 -0.304920
C4 -3.305149 2.386315 0.428423
N2 -2.007686 2.290589 1.114839
C5 -1.458689 3.370646 1.796463
C6 -0.295224 3.109570 2.536627
F1 0.167890 1.825788 2.543054
C7 0.355409 4.072562 3.262731
F2 1.439956 3.755543 3.947317
C8 -0.146481 5.365107 3.273027
C9 -1.295239 5.653415 2.561466
F3 -1.790205 6.876202 2.565048
C10 -1.962699 4.677952 1.836204
F4 -3.072474 5.002342 1.190969
H1 -3.939103 -1.507397 -0.717235
H2 -2.793144 -2.127710 0.485824
H3 -2.198162 -1.181138 -0.896988
H4 -5.201792 -0.545982 0.993678
H5 -4.485724 0.582473 2.168691
H6 -4.049240 -1.131930 2.206894
H7 -4.500196 0.993643 -0.704609
H8 -2.784313 1.006209 -1.135901
H9 -4.061498 2.536080 1.206496
H10 -3.373310 3.238342 -0.244376
H11 0.350060 6.140245 3.842920
O1 -2.723917 -2.167733 6.697572
C11 -2.050923 -2.963758 5.880016
O2 -1.779290 -4.099865 6.137739
C12 -1.599918 -2.390205 4.566412
C13 -0.810683 -3.105122 3.685001
N3 -0.595735 -2.329222 2.608861
N4 -1.193264 -1.140875 2.747212
C14 -1.805983 -1.166204 3.923574
C15 -2.543482 0.073968 4.264108
O3 -3.155856 0.214822 5.292138
O4 -2.450399 0.994745 3.322264
H12 -2.919438 -1.291764 6.303688
H13 -0.400404 -4.097310 3.782656
H14 -0.045082 -2.527838 1.786933
C16 0.807179 -3.235198 -1.562669
C17 1.227407 -2.307701 -2.717093
C18 -0.016912 -2.114881 -3.598306
C19 2.328038 -3.012890 -3.548582
Si1 2.015511 -0.671853 -2.201988
Br1 0.152212 -0.061800 -0.137675
C20 1.723944 0.841083 -3.286380
C21 2.439682 2.093215 -2.759665
C22 0.239969 1.210544 -3.469339
C23 2.329530 0.463465 -4.660489
C24 3.546758 -0.715358 -1.104637
C25 3.617295 -1.987758 -0.246396
C26 4.725248 -0.723430 -2.110035
C27 3.703374 0.483747 -0.152717
H15 0.410897 -4.153352 -2.003068
H16 0.016820 -2.788684 -0.957766
H17 1.628692 -3.517662 -0.909848
H18 -0.401868 -3.102528 -3.863380
H19 0.192492 -1.593824 -4.530769
H20 -0.810974 -1.581630 -3.071902
H21 1.909264 -3.943004 -3.940622
H22 3.201873 -3.274984 -2.952233
H23 2.660635 -2.422075 -4.404735
H24 2.065163 2.398681 -1.781366
H25 2.247113 2.910917 -3.458457
H26 3.520120 1.972904 -2.700060
H27 -0.242175 1.431714 -2.516362
H28 -0.334641 0.444002 -3.982217
H29 0.193458 2.114842 -4.081170
H30 3.395283 0.231558 -4.601950
H31 2.223503 1.326073 -5.323149
H32 1.821136 -0.374797 -5.135745
H33 3.651518 -2.900398 -0.839727
H34 2.784012 -2.050985 0.455833
H35 4.538396 -1.953392 0.339939
H36 4.701092 -1.577648 -2.789457
H37 5.654367 -0.791705 -1.538546
H38 4.778078 0.188579 -2.705349
H39 2.860679 0.582880 0.530649
H40 3.843868 1.427318 -0.671858
H41 4.598003 0.310906 0.450543

Atoms 1-6, force components in eV/Å:
0.4382 0.2790 0.2639
-0.1112 -0.0606 0.0107
-0.0271 0.0440 0.1576
-0.1624 0.0484 -0.1004
-0.1172 0.0420 -0.0593
0.0004 -0.1014 -0.0346

As for the HOMO energy (alpha / beta): -14.91 / -14.91 eV. The value obtained for the maximum force is 0.6 eV Å⁻¹. The relative energy (zero: lowest compared OMol25 entry of this formula, charge and spin) comes out at 0.0 kcal/mol. The total charge is +2.

Number 1: DFT total energy -214979.8254 eV. Number 2: DFT total energy -134173.0864 eV.